(1)
DFT (the ωB97M-V functional and the def2-TZVPD basis) results for C11H4N2O5Pd as an isolated structure at a distorted geometry.

Values from the calculation:
- E_tot (Eh) = -1034.25983
- charge = +2
- gap between HOMO and LUMO (alpha / beta) (eV) = 4.5 / 2.2
- multiplicity = 3
- relative energy (zero: lowest compared OMol25 entry of this formula, charge and spin) (kcal per mole) = 90.84
- ⟨S²⟩ = 2.06
- maximum force (hartree/bohr) = 0.1646

Element x y z (Å)
H1 -4.61 -2.28 -0.37
C1 -4.12 -1.94 1.71
N1 -1.75 -0.83 0.72
Pd1 0.00 0.00 0.00
C2 -3.88 -1.89 0.33
O1 -1.53 0.80 -2.53
C3 -0.92 0.52 -1.59
O2 1.38 -0.88 2.59
C4 -5.34 -2.52 2.21
O3 -0.80 2.64 1.32
N2 -6.32 -2.98 2.61
O4 0.65 -2.71 -1.26
C5 -3.17 -1.43 2.58
C6 0.44 -1.68 -0.80
C7 2.45 1.16 -1.02
H2 -2.53 -1.33 -1.20
C8 -1.99 -0.87 2.08
C9 -0.47 1.67 0.81
H3 -1.29 -0.47 2.78
H4 -3.33 -1.46 3.65
C10 -2.69 -1.34 -0.14
C11 0.90 -0.53 1.60
O5 3.41 1.61 -1.41

Here are the Löwdin charges for atoms 1 to 6, given in e: 0.160 -0.107 -0.021 0.635 0.099 0.220


(2)
DFT (the ωB97M-V functional and the def2-TZVPD basis) results for C18H32N8O5PReS3Te as an isolated structure at a distorted geometry.

Values from the calculation:
- E_tot (Eh) = -3401.50782
- charge = +1
- gap between HOMO and LUMO (alpha / beta) (eV) = 5.4 / 6.0
- multiplicity = 2
- relative energy (zero: lowest compared OMol25 entry of this formula, charge and spin) (kcal per mole) = 4.65
- ⟨S²⟩ = 0.77
- maximum force (hartree/bohr) = 0.0405

Element x y z (Å)
H1 5.06 -3.37 -0.10
H2 -3.65 2.85 2.02
H3 5.14 -0.99 -1.25
N1 0.70 5.06 -0.29
H4 -3.55 -5.00 -2.71
H5 -1.50 -3.00 2.57
H6 2.83 -0.18 1.89
C1 -2.46 -3.67 -4.03
N2 4.52 -1.31 -2.86
C2 -2.58 2.78 2.18
H7 -4.41 -3.50 -3.09
Te1 -5.17 -0.91 -1.35
O1 -0.27 1.32 3.18
H8 -1.50 -4.16 -3.85
Re1 -0.81 -0.18 -0.57
N3 2.31 3.52 0.27
C3 4.24 -2.78 -0.51
C4 -0.67 4.59 2.14
H9 -3.02 -3.86 2.87
P1 -3.06 -1.88 -1.27
C5 2.77 0.58 -2.65
H10 -1.72 3.83 0.43
C6 -1.93 4.00 1.49
H11 -4.11 -2.74 0.98
C7 -0.72 1.05 2.09
O2 -2.93 -3.40 -1.64
H12 -0.75 4.51 3.22
C8 3.76 -0.45 -2.79
N4 0.62 4.01 1.77
O3 -2.38 -1.89 0.23
H13 1.16 5.21 -1.18
C9 3.05 1.94 -2.98
C10 4.05 -0.45 0.32
C11 -2.38 -3.42 2.10
H14 2.21 -2.41 2.23
H15 2.65 2.70 0.76
C12 2.97 -3.02 0.28
H16 -0.62 5.66 1.92
H17 2.11 -2.62 -0.26
H18 -3.32 0.74 0.11
N5 3.30 -0.88 1.34
S1 1.08 -1.25 -1.43
O4 -0.03 0.44 1.17
C13 1.57 0.29 -2.08
H19 -2.08 -4.21 1.41
H20 -2.68 4.79 1.52
C14 -3.17 -2.36 1.36
H21 2.82 -4.09 0.43
O5 -1.95 -1.03 -1.97
H22 3.95 -2.70 2.18
N6 4.58 -1.36 -0.49
H23 2.75 3.67 -0.63
H24 1.00 3.30 2.38
C15 -2.16 1.38 1.73
H25 -2.28 -2.60 -4.15
H26 0.00 5.72 -0.02
H27 -3.38 -1.50 1.99
S2 4.37 1.20 0.07
C16 -3.43 -3.93 -2.90
H28 -2.76 0.66 2.29
H29 -2.41 2.83 3.25
H30 4.11 -3.09 -1.55
N7 -2.39 1.14 0.29
N8 3.21 3.06 -3.14
C17 3.10 -2.30 1.61
C18 1.20 4.18 0.58
H31 -2.88 -4.05 -4.96
H32 -2.37 2.02 -0.22
S3 0.31 1.46 -1.78

Here are the Löwdin charges for atoms 1 to 6, given in e: 0.127 0.126 0.065 0.218 0.125 0.080


(3)
DFT (the ωB97M-V functional and the def2-TZVPD basis) results for a 4-piece molecular cluster, C37H60F24N2O3S2Si overall at a distorted geometry.

Values from the calculation:
- E_tot (Eh) = -5263.32780
- charge = 0
- SMILES = CCCCCCCCCC[Si@H](N)CCCCN(CCCC)C(=S)SCCC.FC(F)C(F)(F)COC(F)(F)C(F)F.FC(F)C(F)(F)COC(F)(F)C(F)F.FC(F)C(F)(F)COC(F)(F)C(F)F
- gap between HOMO and LUMO (eV) = 7.7
- relative energy (zero: lowest compared OMol25 entry of this formula, charge and spin) (kcal per mole) = 250.90
- maximum force (hartree/bohr) = 0.0570

Element x y z (Å)
C1 -4.66 -0.75 -4.73
C2 2.96 2.80 0.69
H1 -2.50 3.50 -5.71
H2 -1.66 1.98 4.58
H3 -0.80 -0.07 2.37
C3 -1.49 1.30 -0.17
H4 1.56 3.00 -2.12
C4 4.91 0.44 -0.55
F1 -4.19 1.01 -7.17
C5 -2.50 -0.49 -6.12
H5 0.90 -1.62 1.85
C6 -1.05 1.06 8.48
H6 0.25 3.36 1.08
H7 2.51 3.41 1.61
C7 -2.15 1.58 1.31
H8 0.70 -6.28 -8.21
H9 3.17 4.94 -0.10
H10 1.75 -0.40 0.69
C8 4.42 2.24 1.16
F2 -0.99 -0.06 7.70
H11 2.75 -1.91 1.22
F3 -2.71 -1.98 -4.33
H12 -3.10 -0.89 -6.94
H13 5.34 2.87 0.80
H14 -0.85 2.27 -2.14
C9 1.50 -5.56 -8.36
F4 -0.46 3.37 8.49
H15 3.29 0.52 -3.75
C10 1.84 -4.78 -7.08
F5 -0.30 -3.77 -6.75
H16 1.92 -0.49 3.81
C11 -3.39 2.88 -5.87
H17 2.38 -6.17 -8.60
F6 0.08 2.99 11.09
H18 4.43 2.32 2.35
N1 -0.76 5.54 0.01
H19 -2.30 3.13 -1.31
F7 1.06 -3.82 -5.06
H20 1.16 -1.44 -5.08
C12 4.11 -0.35 3.16
H21 1.96 -0.25 -1.55
F8 -1.30 -2.23 -9.76
C13 1.30 -0.54 -4.34
C14 -3.09 1.73 -6.85
C15 -1.16 1.04 2.54
H22 2.16 -2.10 -2.15
F9 2.48 -3.63 -7.41
N2 4.47 0.77 0.84
F10 -2.49 3.30 9.86
H23 -3.17 1.12 3.77
C16 2.65 -1.02 -2.12
C17 -1.03 -2.87 4.35
H24 -1.56 -4.38 0.94
C18 -1.26 2.64 -1.09
H25 -0.47 -0.34 5.05
C19 -2.00 1.02 3.98
H26 0.56 -2.28 -10.47
H27 4.37 0.47 3.99
H28 5.37 -1.13 1.43
O1 -0.30 0.75 9.66
H29 -2.46 2.70 1.45
H30 4.27 -1.39 3.70
F11 -2.63 0.13 -3.84
C20 -3.13 -0.75 -4.74
H31 -0.22 1.76 2.69
C21 -0.01 -4.23 -9.70
C22 2.84 -0.57 -3.72
H32 -1.57 -1.07 -6.15
H33 -3.13 0.91 1.40
F12 -5.13 -0.98 -3.48
C23 -2.30 3.11 11.19
F13 -0.44 -4.67 -10.92
H34 0.52 -0.68 -3.46
H35 -0.52 0.62 -0.06
C24 2.99 3.85 -0.57
H36 -3.19 2.61 11.60
C25 -1.03 2.32 11.48
C26 2.52 -0.17 2.83
H37 0.21 -5.45 -5.81
S1 4.30 -1.23 -1.26
C27 -1.64 -0.33 4.88
H38 -2.55 -1.54 3.09
C28 1.95 -1.13 1.62
H39 -1.39 -2.52 1.52
H40 0.06 -2.39 4.26
H41 0.53 2.06 7.37
F14 -3.79 2.41 -4.66
H42 -3.14 -2.08 4.81
O2 -2.08 0.85 -6.37
C29 0.66 -4.52 -6.16
H43 -0.44 0.28 11.60
Si1 -0.01 3.92 -0.27
H44 -2.11 -4.73 3.37
F15 -2.62 2.24 -8.02
C30 -1.01 0.90 10.89
H45 1.18 0.51 -4.86
S2 5.92 1.34 -1.57
C31 -0.03 -2.70 -9.66
F16 -2.36 1.20 8.81
H46 -0.22 -4.82 3.49
C32 5.13 -0.07 1.91
H47 3.87 3.62 -1.32
H48 -0.43 5.81 0.98
H49 -2.14 -0.20 5.95
F17 2.77 -5.52 -6.39
F18 -4.40 3.67 -6.33
F19 -2.23 4.35 11.75
F20 -0.84 -4.80 -8.79
F21 -0.92 2.19 12.84
F22 -5.18 0.44 -5.11
C33 -1.12 -4.09 3.27
H50 -2.28 0.63 -0.76
H51 -5.06 -1.53 -5.38
H52 -1.79 5.34 0.16
O3 1.30 -4.77 -9.54
H53 1.57 4.94 -2.00
H54 -1.06 -3.36 5.43
C34 -1.02 -3.64 1.69
H55 3.57 -1.28 -4.31
C35 1.56 3.94 -1.39
H56 2.17 0.92 2.59
H57 2.29 1.84 0.47
H58 0.14 -3.63 1.42
H59 6.18 0.37 2.23
C36 -0.49 2.26 7.71
C37 -2.20 -1.72 4.19
F23 -1.26 2.55 6.63
H60 -2.00 0.44 10.86
F24 0.46 -2.22 -8.49

Here are the Löwdin charges for atoms 1 to 6, given in e: -0.289 -0.216 0.176 0.087 0.090 -0.268


(4)
DFT (the ωB97M-V functional and the def2-TZVPD basis) results for C14H23I2O4P2Sm as an isolated structure at a distorted geometry.

Values from the calculation:
- E_tot (Eh) = -2783.76207
- charge = +2
- gap between HOMO and LUMO (alpha / beta) (eV) = 5.3 / 5.8
- multiplicity = 6
- relative energy (zero: lowest compared OMol25 entry of this formula, charge and spin) (kcal per mole) = 31.75
- ⟨S²⟩ = 8.77
- maximum force (hartree/bohr) = 0.1721

Element x y z (Å)
H1 1.06 -2.91 3.93
C1 -0.92 -3.73 -0.24
C2 1.60 -1.73 1.57
H2 -1.58 4.58 -2.92
H3 1.06 -4.36 -2.23
C3 1.18 -3.29 -1.96
O1 2.03 -2.88 1.46
H4 1.23 3.18 -3.16
H5 -1.83 -3.37 0.23
P1 -0.55 -2.62 -1.68
H6 1.62 -2.75 -2.80
H7 -2.47 -3.45 -2.76
O2 -2.38 1.57 1.25
H8 1.23 2.08 4.25
C4 -0.72 4.17 -0.04
H9 2.00 1.98 2.15
C5 -1.58 1.11 0.53
C6 0.97 3.78 -2.27
I1 -0.20 0.05 -5.24
H10 -0.13 3.88 0.82
C7 1.08 -1.82 4.05
C8 -1.81 3.55 -2.54
C9 1.45 -1.04 2.90
C10 1.21 1.00 4.21
H11 0.46 -1.77 6.09
Sm1 0.12 0.12 -0.86
H12 -0.11 -3.75 0.49
O3 1.16 -0.96 0.60
C11 -1.41 -3.55 -2.95
C12 1.50 0.35 3.01
H13 0.71 4.80 -2.60
H14 -0.41 5.19 -0.34
H15 0.59 0.72 6.24
H16 -1.20 -3.14 -3.93
H17 -1.90 2.86 -3.39
H18 1.82 3.82 -1.59
H19 -2.77 3.58 -2.00
O4 1.71 1.11 1.85
I2 -2.78 -0.05 -4.93
H20 1.79 -3.20 -1.05
C13 0.86 0.23 5.31
P2 -0.47 3.00 -1.43
H21 -1.09 -4.76 -0.62
H22 -1.77 4.22 0.26
H23 -1.11 -4.60 -2.89
C14 0.78 -1.16 5.23

Here are the Löwdin charges for atoms 1 to 6, given in e: 0.131 -0.239 -0.493 0.078 0.074 -0.239


Question: relative energy (zero: lowest compared OMol25 entry of this formula, charge and spin) of number 1 (C11H4N2O5Pd)?
Answer: 90.84 kcal per mole